Density functional theory data (ωB97M-V/def2-TZVPD) for a 11-piece molecular cluster, C6H31NO10 overall in a non-equilibrium geometry.

Geometry (Å):
1 O 2.413 0.785 -2.395
2 C 0.414 -0.171 0.628
3 H 2.033 -0.076 -2.340
4 O 1.327 -4.200 1.629
5 H -1.292 2.608 1.364
6 H -0.790 -1.244 2.070
7 H 3.918 2.271 -0.182
8 O 3.283 1.582 -0.009
9 O 1.849 2.760 1.924
10 C -0.881 -0.888 1.058
11 H -3.004 -1.080 -2.674
12 H 1.378 2.008 -2.979
13 H -1.704 -4.018 -0.335
14 C -1.375 -3.247 0.403
15 H -3.286 0.555 3.657
16 O -2.456 0.244 3.490
17 H -0.698 1.938 -2.634
18 H 0.511 0.749 1.215
19 H -1.905 2.280 -0.883
20 H -1.260 1.761 2.704
21 C -1.330 -1.956 0.096
22 H -1.083 0.642 -1.991
23 H 1.189 -2.070 -3.091
24 H 2.697 1.981 0.692
25 H -3.719 -1.753 -1.197
26 O -1.446 1.496 -2.264
27 H 0.321 0.145 -0.407
28 H 2.570 -0.493 0.620
29 O 1.216 -1.621 -2.244
30 H -2.509 -0.684 3.377
31 H 2.766 1.042 -1.523
32 H 1.747 -1.491 1.850
33 H -1.710 -0.123 1.199
34 H 0.298 -1.566 -1.938
35 O -2.224 2.749 -0.004
36 C -2.811 -1.474 -1.674
37 H 0.933 2.657 1.982
38 O 0.719 2.599 -3.363
39 C 1.631 -1.076 0.798
40 H -1.066 -3.666 1.379
41 H -2.219 3.643 -0.296
42 H 1.581 -1.994 0.172
43 O -0.781 2.495 2.223
44 H 0.844 2.560 -4.311
45 N -1.634 -1.465 -1.202
46 H 2.234 -4.372 1.517
47 H 1.128 -3.482 1.048
48 H 2.181 2.657 2.841

The value obtained for the orbital gap is 9.952 eV. The net charge is 0. Its SMILES is C=NC(=C)CCC.O.O.O.O.O.O.O.O.O.O. For the HOMO energy, the calculation gives -0.34920 Eh. As for the LUMO energy: 0.45 eV.

Density functional theory data (ωB97M-V/def2-TZVPD) for C15H30AsF6N3O8PZr as an isolated structure.

Geometry (Å):
1 F -3.461 1.818 -2.564
2 C 4.448 1.165 -3.594
3 P 1.969 0.896 -2.676
4 F -3.481 -0.732 -2.635
5 O 3.537 0.814 -2.489
6 H -0.041 -2.782 -0.576
7 H -1.760 -1.692 3.797
8 C 1.493 -1.189 3.069
9 H 2.249 -1.964 2.959
10 F -2.460 0.451 -0.696
11 N -0.666 2.329 0.468
12 Zr -0.092 0.314 -0.282
13 C 2.199 2.759 -0.640
14 C -1.361 0.133 2.676
15 H -3.075 3.376 2.360
16 H 2.041 -1.556 -3.687
17 O 1.452 -0.843 0.717
18 H 5.399 0.747 -3.279
19 C 1.502 -0.242 1.845
20 H -0.483 -3.713 2.949
21 H 3.691 -2.114 -1.898
22 H 1.944 3.972 -2.411
23 C -0.072 -2.976 2.247
24 H -0.133 5.359 3.370
25 O -1.160 -0.165 1.433
26 F -1.910 0.532 -4.112
27 C -1.090 -2.889 1.088
28 H -1.332 -3.923 0.832
29 H 0.736 -2.272 -2.762
30 F -0.987 1.618 -2.079
31 O 1.490 -0.534 -1.961
32 N -1.164 4.165 2.005
33 C 4.523 2.654 -3.808
34 O -1.860 1.111 3.143
35 F -1.007 -0.669 -2.089
36 H 4.112 0.640 -4.489
37 H 0.636 4.116 -1.233
38 C 1.713 3.999 -1.347
39 C 2.727 -2.619 -1.930
40 H 5.230 2.860 -4.612
41 H 1.624 -0.624 3.988
42 H 2.209 4.876 -0.929
43 H 1.979 2.765 0.424
44 O -0.649 -2.215 -0.085
45 H -3.037 5.132 2.037
46 H 3.264 2.576 -0.776
47 C -0.898 -1.045 3.631
48 H -2.008 -2.401 1.402
49 H 3.558 3.059 -4.114
50 C -0.896 3.207 1.194
51 H 2.409 -2.807 -0.904
52 H 0.793 4.919 1.925
53 H -0.488 6.149 1.815
54 O 1.506 1.565 -1.148
55 C -2.534 4.302 2.531
56 N 0.171 -1.778 3.032
57 As -2.384 0.534 -2.496
58 H -0.569 -0.601 4.569
59 H 2.854 -3.575 -2.438
60 C 1.710 -1.788 -2.672
61 C -0.185 5.218 2.292
62 H 4.872 3.169 -2.914
63 H 0.887 -3.341 1.886
64 O 1.339 0.965 1.961
65 H -2.475 4.485 3.601

The value obtained for the orbital gap (spin up / spin down) is 9.620 / 6.242 eV. The net charge is +2. For the HOMO energy (spin up / spin down), the calculation gives -0.56350 / -0.56370 Eh. As for the spin multiplicity: 2. As for the LUMO energy (spin up / spin down): -5.71 / -9.10 eV.

Density functional theory data (ωB97M-V/def2-TZVPD) for C10H13FeN2O5S as an isolated structure in a non-equilibrium geometry.

Geometry (Å):
1 O -3.292 2.124 0.576
2 C 0.340 -1.077 0.777
3 H 2.815 -0.503 0.292
4 H -1.026 0.006 2.935
5 H 0.441 -2.060 -1.836
6 O 1.463 1.060 -1.165
7 H 3.204 -2.185 0.793
8 C -2.749 2.130 -0.462
9 C -0.114 0.494 2.564
10 H -3.592 3.133 -1.594
11 H 3.000 -1.790 -0.927
12 H -0.407 1.270 1.848
13 C -2.741 2.761 -2.389
14 S -1.229 -0.823 0.181
15 H 2.670 -0.586 2.819
16 C 0.363 1.323 -1.422
17 H 0.433 0.942 3.397
18 N 0.770 -0.466 1.913
19 C 1.722 -1.141 2.796
20 Fe -1.346 1.640 -1.657
21 C -1.990 0.112 -2.319
22 O -0.922 4.541 -2.229
23 H -0.171 -3.257 -0.668
24 O -2.569 -0.789 -2.762
25 N 1.210 -1.907 0.139
26 C 0.716 -2.700 -0.985
27 H 1.509 -3.390 -1.284
28 H 1.317 -1.161 3.814
29 O -3.056 2.594 -3.610
30 C 2.640 -1.565 0.083
31 H 1.903 -2.167 2.463
32 C -1.314 3.437 -2.081

The value obtained for the orbital gap (spin up / spin down) is 7.281 / 5.528 eV. The net charge is +2. For the HOMO energy (spin up / spin down), the calculation gives -0.55631 / -0.62184 Eh. As for the spin multiplicity: 6. As for the LUMO energy (spin up / spin down): -7.86 / -11.39 eV.

Density functional theory data (ωB97M-V/def2-TZVPD) for a 2-piece molecular cluster, C12H26N3O6P2S overall in a non-equilibrium geometry.

Geometry (Å):
1 H 5.286 0.065 -1.726
2 H 4.304 1.094 -0.689
3 O -6.109 -1.369 -1.260
4 H 2.435 -2.361 -1.834
5 H -1.424 3.201 -2.572
6 N 0.340 4.577 -0.044
7 P 1.212 -0.533 2.600
8 O 1.585 3.246 -1.896
9 H -1.314 -1.117 1.593
10 H 5.993 0.754 -0.266
11 N -1.082 -0.275 1.064
12 C 4.642 -0.878 0.127
13 H 4.460 -0.563 1.158
14 H 4.309 -3.876 -1.243
15 H -2.260 1.866 -1.194
16 C 4.463 -3.034 -1.919
17 C -1.927 0.253 0.193
18 C 0.544 1.370 0.670
19 O -0.914 3.943 -2.212
20 C 5.082 0.326 -0.687
21 C -1.577 1.399 -0.495
22 H 4.387 -3.390 -2.947
23 C -0.324 1.951 -0.256
24 H -4.130 0.361 1.807
25 H 1.527 1.790 0.859
26 H -3.240 -1.261 -0.678
27 H 0.718 -0.089 3.855
28 C -5.306 -1.406 1.242
29 P 0.175 3.483 -1.126
30 O -7.752 -1.165 0.427
31 C 0.124 0.261 1.329
32 H -6.247 1.190 0.809
33 C -3.980 -0.621 1.335
34 O 3.430 -1.465 -0.325
35 H 5.434 -1.631 0.171
36 H 2.078 -2.445 2.413
37 H 1.294 4.922 -0.017
38 H 2.497 0.020 2.417
39 H -5.808 -1.312 2.212
40 S -6.450 -0.787 -0.005
41 C 3.431 -1.951 -1.662
42 H 1.916 4.150 -2.029
43 C -3.300 -0.368 -0.044
44 N 1.135 -2.097 2.586
45 H -3.898 0.382 -0.573
46 O -6.380 0.815 -0.077
47 H -5.096 -2.457 1.028
48 H 3.551 -1.121 -2.367
49 H 5.481 -2.673 -1.767
50 H -3.317 -1.173 2.016

The value obtained for the orbital gap is 7.269 eV. The net charge is +1. For the HOMO energy, the calculation gives -0.45448 Eh. As for the LUMO energy: -5.10 eV.

Density functional theory data (ωB97M-V/def2-TZVPD) for a 2-piece molecular cluster, C4H11NO overall in a non-equilibrium geometry.

Geometry (Å):
1 H -0.266 1.200 -0.240
2 H -1.836 -0.433 -1.638
3 H -1.497 1.153 -2.322
4 H -3.014 0.848 -1.540
5 N 1.768 -0.572 -0.598
6 C -1.335 1.049 -0.121
7 H 2.439 -0.157 -1.226
8 O 2.494 0.721 1.092
9 H -0.092 -0.999 1.486
10 H -1.507 0.251 0.591
11 H -1.736 1.997 0.229
12 C 1.810 -0.215 0.725
13 C 0.987 -1.030 1.652
14 C -1.940 0.641 -1.461
15 H 1.122 -2.104 1.504
16 H 1.457 -1.498 -0.841
17 H 1.148 -0.853 2.707

The value obtained for the orbital gap is 10.719 eV. The net charge is 0. Its SMILES is CC(N)=O.CC. For the HOMO energy, the calculation gives -0.36381 Eh. As for the LUMO energy: 0.82 eV.

Density functional theory data (ωB97M-V/def2-TZVPD) for a 2-piece molecular cluster, C2H5BrS2 overall in a non-equilibrium geometry.

Geometry (Å):
1 C 0.560 -0.392 0.167
2 H -0.469 1.010 1.590
3 C 0.344 0.481 -0.829
4 H -0.111 1.494 -0.772
5 H 2.133 -1.618 -1.047
6 H 1.047 0.468 -1.711
7 S 1.497 -1.986 0.116
8 Br -3.029 0.695 -0.037
9 H -2.059 -0.081 0.624
10 S 0.086 -0.072 1.898

The value obtained for the orbital gap is 9.552 eV. The net charge is 0. Its SMILES is C=C(S)S.Br. For the HOMO energy, the calculation gives -0.33067 Eh. As for the LUMO energy: 0.55 eV.

Density functional theory data (ωB97M-V/def2-TZVPD) for one molecule with the formula C6H9P in a non-equilibrium geometry.

Geometry (Å):
1 H -1.548 1.542 0.987
2 P 2.732 0.041 0.112
3 H 1.515 2.037 -0.762
4 H -0.623 -2.530 -0.746
5 H 1.437 1.950 0.908
6 C 0.177 -0.797 -0.051
7 C 1.437 1.310 0.038
8 C -1.285 1.418 -0.158
9 H -0.838 -2.256 0.879
10 H -2.336 1.123 -0.587
11 C -0.057 0.541 -0.034
12 C 1.531 -1.225 0.005
13 H -1.952 -1.418 -0.188
14 H 1.642 -2.217 0.260
15 C -0.934 -1.840 -0.094
16 H -0.898 2.322 -0.570

The value obtained for the orbital gap is 7.949 eV. The net charge is 0. Its SMILES is CC1=C(C)CP=C1. For the HOMO energy, the calculation gives -0.28563 Eh. As for the LUMO energy: 0.18 eV.

Density functional theory data (ωB97M-V/def2-TZVPD) for one molecule with the formula C6H12O3 in a non-equilibrium geometry.

Geometry (Å):
1 H 0.001 0.679 -1.424
2 O -0.230 -1.788 -0.929
3 H -3.424 0.236 -0.726
4 H -0.051 0.468 1.600
5 H 2.050 0.075 -1.491
6 H 2.616 0.973 -0.107
7 H -0.075 -1.900 1.165
8 C 0.128 -1.249 0.346
9 C -1.927 0.316 0.604
10 C 1.638 -0.981 0.358
11 H -2.010 1.434 0.841
12 H 2.193 -1.911 0.027
13 O 0.317 2.334 -0.186
14 H -2.311 -0.317 1.371
15 H 1.005 2.720 -0.825
16 C -0.409 0.127 0.575
17 C 1.776 0.293 -0.449
18 O -2.469 -0.058 -0.653
19 C 0.382 0.953 -0.446
20 H -1.172 -1.638 -1.004
21 H 1.971 -0.766 1.351

The value obtained for the orbital gap is 10.449 eV. The net charge is 0. Its SMILES is OCC1[C@@H](O)CC[C@@H]1O. For the HOMO energy, the calculation gives -0.35927 Eh. As for the LUMO energy: 0.67 eV.

It is found that the calculated total energy values, taken in the order of the records, are -1054.3504, -4578.9012, -2535.5158, -2169.1640, -289.0079, -3449.5328, -575.2845, -461.5076 Ha.